No. 1
Formula: H38O19
Source: the Open Molecules 2025 dataset
Level of theory: the ωB97M-V functional and the def2-TZVPD basis

Structure (XYZ):
```
57
Properties=species:S:1:pos:R:3:forces:R:3:lowdin_charge:R:1
O 1.868 -0.652 -3.656 -0.6 -1.6 2.1 -0.0303
O 1.234 1.601 -1.582 0.2 0.1 -0.5 -0.0544
O 3.246 -2.944 -1.156 -1.5 0.2 -0.3 -0.0847
O -3.383 2.690 -3.106 -2.8 1.6 -1.4 -0.0278
O 3.358 2.493 1.014 0.0 1.5 1.0 -0.0763
O -1.720 -2.777 3.506 0.5 0.8 0.1 -0.0353
O 2.430 -0.592 -0.454 -0.1 0.4 0.0 -0.0833
O -1.041 -0.091 2.305 -1.0 -0.7 -1.5 -0.0703
O -1.064 4.987 1.641 0.3 -1.0 -0.6 -0.0682
O -0.758 1.395 4.147 0.1 1.2 1.2 -0.0796
O -4.558 -1.752 -0.982 -0.6 1.0 0.0 -0.0402
O 3.988 -0.200 1.599 0.4 -0.6 0.1 -0.0529
O 0.312 -3.828 0.066 -0.7 -0.9 -0.4 -0.0527
O -2.832 -3.570 0.177 0.0 -0.2 0.2 -0.0521
O -2.859 0.056 -0.217 -1.3 0.1 -0.2 -0.0957
O 1.645 4.082 -2.709 0.0 1.3 0.4 -0.0601
O -0.757 -1.924 -3.031 0.4 -0.1 -0.7 -0.0649
O 1.257 2.478 2.559 -0.2 0.7 0.6 -0.0660
O -0.315 -1.207 -0.163 0.8 -0.9 -0.3 -0.0721
H 1.969 1.580 -0.952 -0.2 -0.1 0.1 0.0263
H 2.590 -2.210 -1.306 1.7 -0.4 0.2 0.0096
H -1.001 -1.156 -0.839 0.1 0.9 0.1 0.0263
H 1.195 3.688 -3.447 0.1 -0.6 -0.3 0.0167
H 3.808 -1.154 1.564 0.5 0.2 0.2 0.0626
H 2.509 3.685 -2.585 -0.2 -0.4 -0.2 0.0263
H -0.587 4.835 0.809 0.1 0.8 0.0 0.0417
H 0.176 -1.915 -3.332 -0.1 0.2 0.6 0.0248
H 2.037 -0.385 -4.526 0.4 1.2 -1.5 0.0128
H 1.128 -3.805 0.556 0.5 0.4 0.1 0.0295
H 2.617 -3.673 -1.092 0.4 -0.6 -0.1 0.0080
H -0.185 -0.413 0.365 -0.9 0.3 0.0 0.0355
H -3.412 -0.611 -0.718 0.8 0.1 0.4 -0.0031
H 4.736 -0.071 0.988 -0.4 0.0 0.3 0.0779
H -4.378 -2.461 -0.351 0.3 -0.5 -0.6 0.0372
H 1.575 -1.005 -0.302 -0.4 0.2 0.1 0.0024
H 1.792 0.053 -2.991 0.1 0.4 -0.5 0.0220
H -3.433 1.949 -2.546 1.5 -1.0 0.9 -0.0063
H 2.701 2.702 1.728 0.5 -1.5 -1.2 -0.0087
H -1.272 -3.624 3.550 -0.6 -0.2 -0.1 0.0459
H -1.171 -1.655 -3.862 -0.4 0.0 0.3 0.0453
H -2.151 -3.326 -0.460 0.1 0.0 0.1 0.0311
H 3.963 3.230 1.193 0.3 -0.4 -0.6 0.0434
H 1.657 3.335 2.780 -0.7 -0.1 0.3 0.0574
H -2.336 -4.046 0.859 -0.1 0.2 -0.2 0.0452
H -2.652 3.172 -3.447 1.4 -0.6 0.5 0.0225
H -1.723 -0.458 1.703 0.2 0.7 0.0 0.0331
H 0.480 1.268 -1.102 -0.2 -0.2 0.2 0.0272
H 0.772 2.189 3.361 0.0 -0.2 -0.6 0.0290
H -4.560 -1.990 -1.911 0.0 -0.8 0.3 0.0722
H -1.542 1.533 3.602 0.2 -0.3 -0.1 0.0465
H -2.658 -2.836 3.314 0.1 -0.6 0.0 0.0454
H -3.627 0.494 0.193 0.7 0.3 0.1 0.0582
H 0.298 -3.109 -0.578 0.3 0.1 0.5 0.0037
H -1.200 4.044 1.817 -0.3 0.2 0.7 0.0195
H -0.760 -0.929 2.673 0.4 -0.3 0.8 0.0275
H 2.801 -0.338 0.416 -0.1 0.1 -0.4 0.0066
H -0.817 2.069 4.845 -0.1 -0.3 -0.1 0.0659
```
Forces are in eV/Å.

As for the LUMO energy: -0.06 eV. As for the orbital gap: 10.0044 eV.



No. 2
Formula: H38O19
Source: the Open Molecules 2025 dataset
Level of theory: the ωB97M-V functional and the def2-TZVPD basis

Structure (XYZ):
```
57
Properties=species:S:1:pos:R:3:forces:R:3:lowdin_charge:R:1
O 2.780 -1.102 2.144 -0.7 -0.6 -0.3 -0.0519
O -0.627 -1.865 -0.073 0.2 -0.1 0.7 -0.0274
O -0.063 4.477 -0.188 -0.7 -0.4 -0.4 -0.0546
O -2.088 -1.270 3.303 -1.2 0.9 -0.4 -0.0313
O -0.977 3.017 2.751 -0.4 -0.8 0.0 -0.0277
O -2.992 1.715 -1.329 0.0 0.2 0.4 -0.0443
O -0.555 -1.187 -4.030 -0.6 -0.6 0.6 -0.0451
O 0.250 1.172 -1.696 0.0 -0.2 -0.2 -0.0670
O -1.999 -3.619 2.342 -0.6 -0.1 -0.8 0.1805
O -0.065 0.698 0.867 -0.3 -0.9 0.6 -0.0399
O 0.575 -3.600 2.134 -1.0 0.5 -0.1 -0.0100
O -2.379 1.198 -3.909 -0.1 -0.1 -1.3 -0.0479
O 3.730 -1.759 -0.227 -2.1 -1.6 0.9 -0.0294
O 3.352 -1.842 -3.033 -0.4 -0.1 -0.2 -0.0579
O -4.103 -0.885 -2.354 1.0 0.0 -0.1 0.0025
O -3.288 -1.503 0.530 -0.1 0.0 1.1 0.1549
O 3.875 0.885 -3.122 0.3 -0.4 0.3 -0.0477
O 2.322 1.742 4.087 0.2 2.0 0.5 -0.0108
O 1.725 3.634 1.748 0.1 0.5 -0.5 -0.0450
H -2.316 -1.544 0.477 0.2 -0.2 -0.9 0.0171
H 3.413 -0.919 -0.540 1.6 0.8 -0.2 0.0567
H -0.582 4.378 0.617 -0.1 0.5 0.2 0.0187
H -0.236 -2.083 -0.919 0.0 0.0 -0.7 0.0954
H 0.890 -4.060 1.357 0.9 -0.2 0.0 0.0781
H 3.003 0.710 -3.483 -0.1 0.5 0.0 0.0342
H 1.489 3.118 2.519 0.1 -0.4 0.2 -0.0043
H -2.845 -1.340 3.911 0.7 -0.5 0.7 0.0888
H 0.097 -1.980 0.558 0.0 -0.5 0.1 0.0397
H 0.133 -0.710 -3.561 0.1 0.4 -0.4 0.0137
H 0.511 3.720 -0.071 0.6 0.1 0.1 -0.0175
H 0.337 1.971 -2.226 -0.1 0.1 0.1 0.0542
H -4.025 -0.109 -2.938 -0.8 0.2 0.1 0.0460
H -0.841 0.643 1.437 0.1 0.6 0.2 0.0362
H -2.630 -0.868 2.601 0.5 0.0 -0.3 0.0309
H 3.036 1.766 3.458 0.4 -0.3 -0.3 0.0404
H 1.276 -3.184 2.635 0.6 -0.4 0.0 0.0571
H -0.857 -0.706 -4.806 0.4 0.3 0.0 0.0504
H 4.015 1.826 -3.002 -0.2 0.1 -0.2 0.0557
H 3.255 -1.640 -2.095 0.3 -0.3 -0.5 -0.0296
H -2.732 2.526 -1.783 0.0 0.3 0.5 0.0576
H -1.657 2.487 2.317 -0.2 0.5 -0.3 0.0297
H 1.929 -1.337 2.520 -0.1 0.4 0.5 -0.0008
H -1.550 -4.383 1.937 -0.1 -0.3 0.2 0.1094
H 0.129 1.426 -0.764 0.1 0.0 -0.3 -0.0138
H -1.458 -2.873 2.023 0.0 0.1 0.5 0.0210
H 0.048 -0.250 0.673 0.2 0.9 -0.4 0.0136
H -3.150 -1.064 -2.334 -0.1 -0.5 0.1 0.0298
H -1.981 0.473 -3.425 0.2 0.2 0.5 -0.0172
H -0.906 2.521 3.574 0.4 0.4 0.4 0.0513
H -2.186 1.489 -0.849 0.1 -0.1 -0.1 0.0215
H 1.902 0.917 4.029 -0.6 -1.8 -0.3 -0.0028
H 4.616 -2.115 -0.224 0.5 1.1 -0.6 0.0959
H -2.840 1.785 -3.310 0.1 -0.5 0.1 0.0085
H 3.839 -1.100 -3.409 0.2 -0.1 0.1 0.0103
H 2.282 3.106 1.172 0.2 -0.2 0.3 0.0396
H 2.782 -1.620 1.311 0.8 0.4 0.2 -0.0055
H -3.691 -1.955 -0.224 -0.1 -0.1 -0.4 0.0902
```
Forces are in eV/Å.

The net charge is +1. As for the LUMO energy (spin up / spin down): -3.88 / -10.44 eV. As for the orbital gap (spin up / spin down): 9.1322 / 2.5741 eV. The multiplicity is 2.



Electronic energy in Ha, matching the order above: -1452.2769 -1451.8725
ΔE to the lowest compared entry with this formula, charge and spin in kcal per mole, matching the order above: 102.2 31.5